Entry 1:
The following is a DFT calculation (ωB97M-V with the def2-TZVPD basis set) of a cluster of 5 separate species, C12H36N2O5 in total.

Each line ends with the natural charge from an NBO analysis.
Atoms and positions in Å:
H -8.335 2.898 -17.763  0.20
H -10.724 4.298 -19.123  0.17
H -9.812 4.456 -14.689  0.48
H -9.192 3.822 -20.017  0.23
H -11.331 5.544 -12.615  0.20
H -5.339 4.455 -14.642  0.46
H -8.363 4.612 -17.847  0.16
H -15.313 11.162 -10.139  0.20
O -9.912 4.719 -13.772  -0.69
O -14.355 10.307 -11.793  -0.57
C -13.969 9.175 -14.707  -0.62
C -9.020 3.743 -17.834  -0.06
O -14.311 4.632 -15.196  -0.30
H -15.439 6.361 -15.419  0.21
H -12.587 7.738 -11.956  0.36
C -11.191 5.300 -13.668  -0.24
H -14.922 3.889 -17.030  0.23
H -14.909 4.955 -19.111  0.24
H -14.288 12.195 -11.043  0.16
H -15.804 5.516 -13.950  0.25
H -14.088 6.273 -17.216  0.25
H -10.131 2.665 -19.301  0.22
H -11.998 4.665 -14.035  0.16
C -9.816 3.694 -19.132  -0.64
H -16.330 4.868 -15.453  0.21
H -11.962 6.372 -18.173  0.41
C -6.889 4.866 -13.678  -0.25
C -13.088 10.244 -12.489  -0.08
H -13.244 3.502 -16.555  0.25
H -11.245 6.199 -14.282  0.14
O -5.568 5.235 -14.132  -0.71
N -13.174 7.642 -12.773  -0.83
H -13.543 11.033 -10.015  0.17
H -6.922 4.163 -12.847  0.17
H -12.340 10.073 -11.715  0.17
C -14.017 4.271 -16.558  -0.08
H -14.115 7.792 -12.437  0.36
O -9.989 3.786 -16.863  -0.73
H -12.094 6.212 -16.517  0.40
H -13.539 9.907 -15.389  0.23
H -7.278 4.273 -14.506  0.14
C -15.483 5.364 -14.980  -0.29
C -14.380 11.164 -10.702  -0.25
C -13.528 5.384 -17.504  -0.07
N -12.165 5.743 -17.409  -0.64
H -7.599 5.677 -13.511  0.19
C -13.055 9.010 -13.472  -0.07
H -13.500 3.911 -19.127  0.24
H -14.939 9.547 -14.377  0.23
C -13.832 4.934 -18.948  -0.63
H -12.947 11.249 -12.886  0.19
H -10.707 4.334 -17.189  0.47
H -14.089 8.194 -15.167  0.18
H -13.358 5.564 -19.701  0.24
H -12.037 9.181 -13.822  0.18

Force components x, y, z for each atom (eV/Å):
-0.4 -0.3 0.4
0.3 0.4 -0.1
0.4 -0.3 -0.4
-0.1 0.8 -0.1
-0.3 0.1 -0.3
0.6 0.2 -0.1
0.0 0.4 0.3
-0.1 -0.7 -0.3
-0.4 -0.2 -0.1
-0.2 -1.4 -0.8
0.1 -0.1 1.3
0.2 0.7 -2.3
1.2 -0.3 -1.2
0.4 0.3 -0.4
0.1 -0.2 0.3
0.5 0.2 0.2
-0.1 0.1 0.1
0.0 0.0 -0.1
0.1 0.4 -0.2
1.0 -0.4 0.3
-0.8 0.2 0.2
-0.4 -0.1 0.3
-0.2 -0.4 0.2
1.1 -1.6 -1.1
0.0 -0.2 -0.3
0.8 0.0 -0.2
-0.1 -0.8 -1.1
-1.8 -0.8 1.2
0.0 0.0 0.4
0.0 0.5 0.1
-0.8 0.0 0.7
-0.5 2.7 -1.5
0.1 -0.4 0.2
0.4 0.3 0.4
0.4 0.0 0.0
-0.8 -0.5 2.0
-0.5 -0.7 0.7
-0.4 -0.3 2.7
1.1 0.3 0.4
-0.1 -0.2 -0.1
-0.7 0.0 -0.1
-1.4 0.1 -0.4
0.4 1.5 0.2
0.1 0.0 -2.2
-1.0 0.4 1.0
0.7 0.3 0.0
1.1 1.1 0.3
0.1 0.0 0.1
-0.2 -0.1 -0.2
-0.5 0.1 0.4
0.4 -0.2 -0.8
-0.1 0.1 0.0
0.0 0.1 -0.3
0.0 0.1 0.2
0.3 -0.8 -0.2

As for the HOMO energy (alpha / beta): -0.43482 / -0.43420 Eh. The expectation value of S² is 0.7556. Its charge is +1. The LUMO energy (alpha / beta) comes out at -2.72 / -9.06 eV. Its spin multiplicity is 2.



Entry 2:
The following is a DFT calculation (ωB97M-V with the def2-TZVPD basis set) of a cluster of 6 separate species, C12H36O12 in total.

Each line ends with the natural charge from an NBO analysis.
Atoms and positions in Å:
H 1.616 -2.123 1.388  0.21
O 2.574 -0.595 -2.170  -0.75
O 1.193 -3.052 -1.200  -0.73
H -0.925 1.203 -1.444  0.15
H 1.940 1.349 -2.144  0.18
H 2.181 2.978 -0.187  0.19
H 3.391 -1.097 -2.054  0.47
H 4.124 1.511 -3.512  0.15
H -0.193 1.905 1.507  0.17
H -2.346 -3.237 0.359  0.18
H -0.949 -1.388 0.889  0.48
H 5.033 0.741 -2.175  0.19
H 2.855 -4.143 -0.644  0.15
O 3.321 -2.980 1.776  -0.70
O -3.402 0.179 -1.639  -0.73
H -2.340 -1.377 -1.464  0.20
C 0.867 2.224 1.455  -0.09
C 2.014 -3.526 -0.198  -0.09
H 4.092 -3.300 1.340  0.46
H -3.213 -3.371 2.597  0.14
O 0.006 -0.401 -0.662  -0.75
H -2.392 3.640 2.461  0.47
H 0.520 2.589 -0.680  0.15
C 2.430 -2.455 0.867  -0.07
H 0.676 -0.733 -1.143  0.50
C -0.980 0.133 -1.445  -0.08
H -3.718 3.962 -1.236  0.49
H -0.879 -0.208 -2.492  0.18
C 4.123 1.295 -2.357  -0.10
O -0.998 -1.993 1.597  -0.74
H 3.028 -1.667 0.312  0.12
C 2.885 0.746 -1.837  -0.11
C -1.552 -3.246 1.172  -0.08
C -2.237 -3.971 2.360  -0.07
H 3.113 0.729 -0.780  0.20
H -3.479 1.105 -1.274  0.48
H -1.653 -4.136 3.246  0.17
C -2.688 2.921 0.191  -0.10
H 0.236 4.596 -0.450  0.47
C -2.286 -0.429 -0.978  -0.11
H 1.493 -4.253 0.414  0.17
H 1.629 -2.799 -2.021  0.48
H -1.781 3.471 0.399  0.17
H 3.532 3.038 -2.182  0.46
C -3.805 3.009 1.299  -0.08
O 0.777 4.331 0.304  -0.74
O 4.255 2.573 -1.747  -0.69
H -2.475 -0.434 0.097  0.17
O 1.469 0.939 1.354  -0.77
H -0.697 -3.860 0.943  0.16
O -3.139 3.036 2.558  -0.71
O -2.816 -5.134 1.829  -0.73
H -4.275 3.980 1.300  0.16
H -3.510 -5.405 2.363  0.47
C 1.152 2.957 0.175  -0.09
H 1.337 2.652 2.338  0.20
H 1.018 0.266 0.791  0.50
H -4.566 2.211 1.283  0.20
H -2.390 1.887 0.287  0.18
O -3.192 3.156 -1.135  -0.75

Force components x, y, z for each atom (eV/Å):
-2.2 1.2 1.1
0.2 -0.5 -0.8
-1.4 0.5 -0.8
-0.2 0.9 0.0
1.8 -0.8 0.8
0.2 -0.7 0.6
-0.2 -0.1 0.0
-0.1 -0.9 1.7
0.0 1.5 0.6
1.3 0.4 0.7
0.3 0.8 -1.5
0.0 -0.4 0.4
-0.3 1.0 0.7
-0.2 -0.7 2.0
0.1 1.9 1.0
0.2 -1.4 0.7
-0.2 -2.7 -1.1
1.3 -0.8 1.0
0.8 -0.3 -0.5
2.1 -0.1 0.3
-2.1 1.1 3.8
-0.1 -0.1 0.2
0.6 -0.4 0.8
3.4 -0.4 -4.1
3.8 -2.1 -2.6
-0.7 0.0 -1.5
0.3 -0.2 0.6
0.1 0.3 0.2
1.3 2.1 -3.9
-1.0 -1.4 1.4
-1.3 0.0 0.4
-2.2 -0.6 0.6
-0.4 -0.3 1.0
-3.4 2.4 -0.9
-1.0 0.6 0.7
-0.1 -1.2 -0.9
0.6 0.0 0.3
-2.3 -0.5 0.3
0.2 -0.1 0.2
-1.7 0.5 -1.3
-0.6 -0.4 -0.2
0.3 -0.1 0.5
0.0 0.8 0.3
0.2 0.7 0.4
1.5 1.3 0.1
-0.5 0.8 0.3
-0.1 0.1 -0.2
0.4 -0.2 0.1
1.4 -1.3 0.1
0.1 -0.5 -0.9
0.2 -0.9 0.3
2.5 -0.6 -2.0
-0.8 0.3 -0.9
-1.9 -0.8 1.5
-1.1 1.3 -1.7
-0.6 0.4 0.0
-0.1 1.3 0.4
0.6 0.2 -0.1
0.3 -0.5 -0.6
0.4 -0.5 0.2

As for the HOMO energy: -0.35567 Eh. For the energy above the lowest of the compared OMol25 structures with the same formula, charge and spin, the calculation gives 3.5130 eV. Its charge is 0. The LUMO energy comes out at 0.19 eV. Its structure (SMILES) is OCCO.OCCO.OCCO.OCCO.OCCO.OCCO.



Entry 3:
The following is a DFT calculation (ωB97M-V with the def2-TZVPD basis set) of a structure of composition C12H36O6.

Each line ends with the natural charge from an NBO analysis.
Atoms and positions in Å:
H -11.281 15.295 -9.887  0.21
C -6.447 9.550 -9.150  -0.08
H -9.685 13.996 -13.127  0.21
H -5.735 9.285 -8.368  0.18
C -11.520 14.562 -14.100  -0.06
H -11.314 13.631 -10.514  0.21
C -7.176 13.685 -7.442  -0.07
C -10.140 13.883 -14.111  -0.62
H -11.329 15.619 -13.918  0.15
H -13.239 14.221 -11.979  0.15
C -7.426 15.139 -7.914  -0.63
H -7.032 11.089 -10.014  0.45
H -6.664 9.491 -11.337  0.26
H -9.520 14.320 -14.894  0.21
H -8.911 13.070 -12.323  0.23
O -7.295 11.083 -12.796  -0.79
H -7.868 9.136 -12.357  0.12
H -6.954 13.676 -6.375  0.16
C -12.964 14.776 -11.082  -0.05
H -9.403 14.182 -11.007  0.20
H -10.020 12.510 -11.125  0.20
H -9.741 10.665 -11.739  0.20
H -7.120 13.430 -10.443  0.17
C -7.945 12.726 -10.335  -0.06
H -5.618 8.208 -10.618  0.22
H -7.998 12.988 -7.604  0.16
H -8.233 12.701 -9.284  0.15
H -10.239 9.549 -13.051  0.19
H -8.121 9.482 -14.007  0.17
O -13.309 16.111 -11.220  -0.72
H -14.244 16.159 -11.429  0.47
H -12.959 14.839 -15.358  0.46
O -12.155 14.316 -15.316  -0.72
O -6.026 13.182 -8.079  -0.67
H -13.554 14.342 -10.274  0.15
H -12.160 14.154 -13.318  0.15
H -7.379 9.040 -8.908  0.18
H -6.340 11.248 -8.180  0.47
C -5.930 9.251 -10.567  -0.67
H -10.758 14.951 -11.512  0.21
H -8.419 15.459 -7.600  0.22
C -9.150 13.153 -11.263  -0.62
O -7.572 11.424 -10.733  -0.72
H -5.893 12.345 -7.628  0.41
C -8.117 9.958 -13.027  -0.05
H -9.773 11.115 -13.525  0.20
C -11.497 14.677 -10.759  -0.63
H -5.093 9.887 -10.858  0.23
C -9.565 10.358 -12.770  -0.63
H -10.314 12.814 -14.234  0.21
H -7.392 11.456 -11.916  0.46
H -7.370 15.255 -8.997  0.22
H -6.706 15.836 -7.485  0.22
O -6.712 10.939 -9.010  -0.67

Force components x, y, z for each atom (eV/Å):
0.0 0.0 0.2
0.4 -1.3 0.1
-0.3 0.6 -1.0
0.2 -0.2 -0.2
1.1 -0.4 0.5
-0.1 0.4 0.2
0.0 1.4 0.6
-1.3 0.2 0.2
-0.4 0.3 0.0
0.1 -0.2 0.0
-0.2 -0.7 0.2
-0.3 1.5 -2.6
0.2 -0.5 0.5
0.0 -0.3 0.0
0.7 -0.3 0.9
1.2 -2.1 -7.3
0.0 -0.3 0.1
-0.3 0.3 0.3
0.0 -0.5 0.1
0.5 -0.5 -0.1
0.3 0.1 0.2
0.0 0.0 -0.4
0.1 0.0 -0.1
-1.8 -0.1 -1.4
-0.1 0.0 -0.1
-0.4 0.4 0.0
-0.3 0.1 -0.4
-0.1 -0.3 0.3
0.8 0.7 -0.5
-0.4 1.4 -0.3
-0.1 0.2 0.0
0.0 0.0 -0.1
-0.3 0.1 -1.1
0.6 0.1 0.0
0.1 -0.3 0.3
0.5 0.1 0.1
0.0 -0.3 -0.3
-0.3 -0.5 -0.7
0.0 0.1 0.3
-1.0 0.3 -0.3
0.0 0.0 0.0
1.9 -0.3 1.4
-4.2 3.2 -1.0
1.0 0.9 0.4
-0.9 0.8 1.3
-0.2 0.4 0.5
-0.6 -0.3 0.5
0.3 0.0 0.4
-0.2 -0.6 -0.9
0.3 0.1 -0.4
-0.2 -0.4 0.5
0.0 -0.3 0.0
0.1 -0.2 0.1
3.5 -2.7 8.9

As for the HOMO energy: -0.31194 Eh. For the energy above the lowest of the compared OMol25 structures with the same formula, charge and spin, the calculation gives 8.2979 eV. Its charge is 0. The LUMO energy comes out at -0.03 eV.



Entry 4:
The following is a DFT calculation (ωB97M-V with the def2-TZVPD basis set) of a cluster of 6 separate species, C12H36O6S6 in total.

Each line ends with the natural charge from an NBO analysis.
Atoms and positions in Å:
H 42.330 15.893 37.609  0.23
H 40.634 16.836 41.244  0.25
H 40.354 13.107 46.900  0.22
H 43.593 13.820 46.626  0.26
C 38.271 12.216 41.207  -0.82
H 38.784 11.862 44.906  0.23
H 39.303 12.539 40.959  0.24
O 43.264 17.255 46.502  -0.99
H 39.800 15.451 42.319  0.24
C 39.799 11.835 44.619  -0.82
O 39.726 16.656 44.793  -1.00
C 39.786 13.782 46.259  -0.86
H 40.607 13.697 36.857  0.24
H 39.633 13.788 35.713  0.24
H 39.981 14.716 46.694  0.27
S 42.772 17.688 39.408  1.26
C 42.930 16.155 38.602  -0.88
H 35.698 12.156 42.173  0.24
C 43.410 18.513 38.022  -0.80
C 40.448 16.293 42.295  -0.84
C 40.788 18.687 43.518  -0.78
H 43.935 15.947 38.448  0.24
H 41.355 18.533 42.726  0.20
O 41.303 18.163 39.543  -0.97
O 41.765 13.600 44.393  -1.02
H 40.106 14.940 39.414  0.22
H 38.271 11.783 42.146  0.23
H 42.463 15.339 39.069  0.25
S 38.418 14.610 37.568  1.23
H 40.398 15.294 35.990  0.23
H 39.922 16.338 38.419  0.25
C 35.691 12.815 41.212  -0.83
H 41.337 16.140 42.642  0.20
H 44.978 15.031 46.307  0.21
H 38.647 15.754 39.713  0.24
H 43.796 15.743 43.349  0.23
H 43.330 19.437 37.964  0.23
O 37.323 14.141 42.785  -0.99
H 44.302 14.182 45.050  0.24
S 43.080 16.054 45.520  1.24
C 44.006 16.543 44.112  -0.80
H 34.830 13.314 41.014  0.24
H 43.538 17.280 43.773  0.20
S 37.232 13.645 41.308  1.22
H 40.185 19.559 43.515  0.23
H 43.292 17.999 37.137  0.23
O 38.212 13.173 38.062  -0.99
H 41.471 18.463 44.385  0.26
H 40.438 11.284 45.295  0.23
H 44.506 18.546 38.313  0.23
H 45.033 16.715 44.548  0.24
H 40.069 11.439 43.651  0.22
H 35.697 12.265 40.285  0.24
C 39.886 14.387 36.506  -0.84
H 37.978 11.468 40.583  0.24
S 40.246 13.567 44.564  1.28
H 38.695 13.763 46.428  0.25
C 39.295 15.506 38.930  -0.83
C 44.082 14.671 46.042  -0.82
S 39.545 17.314 43.426  1.22

Force components x, y, z for each atom (eV/Å):
1.3 1.8 1.3
-1.1 -1.2 2.1
-0.3 -0.5 -0.1
0.6 1.9 -0.4
1.9 2.1 0.2
-1.3 -0.6 0.0
-0.7 -0.1 0.1
0.1 -2.1 -1.5
-0.1 -1.2 -0.7
1.6 0.3 -0.6
-0.7 0.2 -1.3
-0.4 -0.2 1.3
1.0 -0.2 1.8
-1.8 -1.1 -2.3
0.8 1.9 -0.3
-3.3 1.7 0.8
-3.2 -1.9 -2.8
-0.5 1.0 -1.8
4.5 -6.0 2.1
-4.2 2.7 -4.2
-1.9 -1.6 3.6
1.9 -0.3 -0.2
2.5 0.1 -4.1
2.1 -1.3 -0.2
-1.3 -0.2 0.4
-0.4 -0.7 -0.5
0.1 -0.6 2.3
-0.1 -0.9 2.0
1.7 -1.9 1.4
-1.1 -1.1 1.4
-1.7 -0.7 1.1
1.9 -3.5 1.5
5.3 -1.4 2.5
3.3 1.2 1.9
-1.2 1.0 0.7
1.1 0.4 0.7
-2.2 8.5 -0.3
0.1 -0.9 -2.5
-0.4 0.2 0.8
-1.8 1.9 2.8
4.1 -7.1 2.4
-2.3 2.5 0.6
-3.4 6.9 -2.6
0.0 2.2 2.2
0.2 1.1 0.3
-0.4 -0.9 -1.9
-0.3 1.6 -0.5
-1.3 0.5 -0.3
0.0 0.1 0.6
-0.5 -0.7 -0.8
-0.8 -0.1 -1.4
-0.6 -0.2 -0.5
0.6 -1.1 -0.2
1.0 2.8 -0.6
-1.0 -1.6 -2.4
1.2 0.2 -0.5
0.3 -0.8 -0.5
2.6 0.3 -2.4
-2.7 -3.0 -2.7
1.2 0.5 2.4

As for the HOMO energy: -0.28645 Eh. For the energy above the lowest of the compared OMol25 structures with the same formula, charge and spin, the calculation gives 5.9255 eV. Its charge is 0. The LUMO energy comes out at 0.07 eV.



no.,maximum force (eV Å⁻¹)
1,3.1
2,5.3
3,9.9
4,8.8